Entry from OMol25: a molecular structure, C52H28CrN9S2 (ωB97M-V with the def2-TZVPD basis set).

For the total energy, the calculation gives -4332.2209 Ha. The value obtained for the max |F| is 0.2 eV/Å. For the relative energy (zero: lowest compared OMol25 entry of this formula, charge and spin), the calculation gives 0.0 kJ/mol. The calculation puts the HOMO energy (spin up / spin down) at -0.070 / -0.071 hartree. The multiplicity is 4. As for the LUMO energy (spin up / spin down): 3.36 / 3.27 eV. Its charge is -2.

Cartesian coordinates (Å):
Cr (-0.230, 0.025, 0.139)
C (2.854, 1.835, -6.557)
C (1.634, 1.264, -6.208)
C (1.381, 0.923, -4.892)
C (2.335, 1.138, -3.893)
C (3.539, 1.722, -4.250)
C (3.800, 2.062, -5.574)
C (1.947, 0.800, -2.448)
C (1.417, -0.593, -2.366)
C (1.802, -1.631, -3.218)
C (1.282, -2.796, -2.683)
C (0.597, -2.434, -1.517)
N (0.654, -1.056, -1.347)
C (0.109, -3.341, -0.556)
C (-0.525, -2.993, 0.606)
C (-0.908, -3.897, 1.648)
C (-1.532, -3.173, 2.606)
C (-1.557, -1.806, 2.151)
C (-2.208, -0.757, 2.816)
C (-2.892, -1.039, 4.110)
C (-2.423, -0.474, 5.296)
C (-3.066, -0.722, 6.501)
C (-4.184, -1.543, 6.544)
C (-4.658, -2.114, 5.370)
C (-4.018, -1.860, 4.166)
C (-2.314, 0.515, 2.276)
N (-1.708, 0.966, 1.140)
C (-2.088, 2.305, 0.996)
C (-1.616, 3.174, 0.065)
C (-2.144, 4.569, 0.071)
C (-1.662, 5.505, 0.981)
C (-2.152, 6.804, 0.985)
C (-3.128, 7.184, 0.074)
C (-3.609, 6.258, -0.842)
C (-3.117, 4.960, -0.844)
C (-0.610, 2.888, -0.897)
C (-0.086, 3.806, -1.809)
C (0.917, 3.144, -2.507)
C (0.973, 1.849, -1.997)
N (0.047, 1.676, -1.016)
C (-3.018, 2.643, 2.048)
C (-3.144, 1.566, 2.841)
N (-0.913, -1.698, 0.960)
C (0.379, -4.788, -0.796)
C (-0.657, -5.671, -1.078)
C (-0.395, -7.018, -1.296)
C (0.908, -7.490, -1.228)
C (1.946, -6.612, -0.943)
C (1.687, -5.266, -0.730)
H (3.060, 2.096, -7.589)
H (0.879, 1.085, -6.964)
H (0.428, 0.484, -4.621)
H (4.282, 1.912, -3.491)
H (4.759, 2.496, -5.828)
H (2.424, -1.528, -4.092)
H (1.407, -3.800, -3.053)
H (-0.705, -4.955, 1.644)
H (-1.938, -3.520, 3.542)
H (-1.545, 0.161, 5.276)
H (-2.680, -0.273, 7.409)
H (-4.683, -1.738, 7.486)
H (-5.532, -2.754, 5.391)
H (-4.390, -2.299, 3.248)
H (-0.896, 5.203, 1.685)
H (-1.767, 7.520, 1.700)
H (-3.510, 8.197, 0.075)
H (-4.368, 6.547, -1.559)
H (-3.483, 4.234, -1.559)
H (-0.403, 4.830, -1.924)
H (1.536, 3.535, -3.297)
H (-3.495, 3.605, 2.156)
H (-3.742, 1.460, 3.731)
H (-1.671, -5.293, -1.130)
H (-1.209, -7.697, -1.521)
H (1.115, -8.540, -1.398)
H (2.966, -6.971, -0.886)
H (2.487, -4.571, -0.497)
S (3.382, -2.086, 0.392)
C (4.320, -1.664, -0.937)
C (5.172, -2.737, -1.429)
N (5.812, -3.623, -1.791)
C (4.396, -0.464, -1.631)
S (3.394, 0.925, -1.238)
C (5.362, -0.311, -2.665)
N (6.145, -0.153, -3.501)
N (1.024, 0.520, 1.602)
C (1.443, 1.043, 2.543)
C (1.892, 1.681, 3.691)
C (3.068, 2.466, 3.695)
N (4.015, 3.126, 3.738)
C (1.117, 1.566, 4.868)
N (0.485, 1.475, 5.832)